1.
DFT (ωB97M-V/def2-TZVPD) results for C8H6N2S2 in the gas phase.

## Properties
E_LUMO, eV: -0.56
SMILES: N#C[C@@H](C(=S)S)c1ccccn1
Gap between HOMO and LUMO, eV: 8.220
Strongest force on any atom, eV Å⁻¹: 2.936
Calculated total energy, a.u.: -1214.25878
HOMO, eV: -8.78
Relative energy (zero: lowest compared OMol25 entry of this formula, charge and spin), kcal per mole: 54.1

Positions of all 18 atoms, in Å:
N: 0.926 1.918 -3.601
C: 0.368 1.866 -2.610
C: -0.454 1.603 -1.402
C: -1.937 1.142 -1.944
S: -2.829 2.162 -2.916
S: -2.575 -0.284 -1.247
C: 0.148 0.478 -0.610
C: 0.621 0.692 0.671
C: 1.116 -0.415 1.331
C: 1.081 -1.649 0.730
C: 0.385 -1.762 -0.433
N: -0.086 -0.744 -1.083
H: -0.555 2.628 -1.043
H: -3.516 -0.314 -2.134
H: 0.861 1.662 0.955
H: 1.678 -0.289 2.265
H: 1.358 -2.453 1.303
H: 0.201 -2.713 -0.933

Need the natural (NBO) charges? In units of e they are:
1. N -0.29
2. C 0.28
3. C -0.41
4. C -0.28
5. S 0.02
6. S 0.20
7. C 0.20
8. C -0.24
9. C -0.14
10. C -0.25
11. C 0.06
12. N -0.43
13. H 0.29
14. H 0.14
15. H 0.22
16. H 0.22
17. H 0.22
18. H 0.20


2.
DFT (ωB97M-V/def2-TZVPD) results for a molecular structure, C8H6NO2.

## Properties
E_LUMO, eV: 3.66
Gap between HOMO and LUMO, eV: 7.903
Strongest force on any atom, eV Å⁻¹: 5.516
Calculated total energy, a.u.: -513.62677
Charge: -1
HOMO, eV: -4.24
Relative energy (zero: lowest compared OMol25 entry of this formula, charge and spin), kcal per mole: 22.9

Positions of all 17 atoms, in Å:
C: 2.771 0.912 -0.460
C: 0.188 -1.797 -0.236
C: 0.407 1.443 0.170
C: 1.501 0.770 -0.066
C: 1.233 -1.185 0.413
C: -1.129 -1.373 -0.505
C: -0.904 0.894 0.707
C: -1.665 0.154 -0.400
N: 3.883 0.962 -0.819
O: 2.047 -1.454 1.307
O: -2.038 -2.145 -0.774
H: 0.135 -2.856 -0.262
H: 0.410 2.600 0.030
H: -0.940 0.396 1.680
H: -1.575 1.765 0.883
H: -1.634 0.650 -1.490
H: -2.691 0.265 -0.179

Need the natural (NBO) charges? In units of e they are:
1. C 0.26
2. C -0.66
3. C -0.13
4. C -0.27
5. C 0.64
6. C 0.54
7. C -0.46
8. C -0.46
9. N -0.39
10. O -0.62
11. O -0.67
12. H 0.23
13. H 0.17
14. H 0.23
15. H 0.19
16. H 0.20
17. H 0.20


3.
DFT (ωB97M-V/def2-TZVPD) results for C8H6S4 in the gas phase.

## Properties
E_LUMO, eV: 0.31
SMILES: c1csc(SSc2cccs2)c1
Gap between HOMO and LUMO, eV: 8.633
Strongest force on any atom, eV Å⁻¹: 7.401
Calculated total energy, a.u.: -1901.10943
HOMO, eV: -8.33
Relative energy (zero: lowest compared OMol25 entry of this formula, charge and spin), kcal per mole: 21.0

Positions of all 18 atoms, in Å:
C: -1.798 -1.680 2.926
C: -2.240 -0.506 2.470
S: -1.087 0.213 1.351
C: 0.043 -1.106 1.520
S: 1.610 -1.138 0.749
S: 1.111 -1.512 -1.181
C: 1.057 0.153 -1.878
C: 1.536 1.241 -1.389
C: 1.181 2.299 -2.225
C: 0.561 1.999 -3.438
S: 0.280 0.286 -3.431
C: -0.496 -2.043 2.398
H: -2.224 -2.487 3.764
H: -3.214 -0.186 2.579
H: 2.108 1.301 -0.484
H: 1.645 3.414 -1.971
H: 0.195 2.709 -4.288
H: -0.268 -2.958 2.529

Need the natural (NBO) charges? In units of e they are:
1. C -0.24
2. C -0.39
3. S 0.43
4. C -0.43
5. S 0.19
6. S 0.16
7. C -0.33
8. C -0.34
9. C -0.22
10. C -0.45
11. S 0.43
12. C -0.22
13. H 0.23
14. H 0.23
15. H 0.25
16. H 0.22
17. H 0.26
18. H 0.20


4.
DFT (ωB97M-V/def2-TZVPD) results for a molecular structure, C8H7AuF6N2O5S2.

## Properties
E_LUMO (alpha / beta), eV: -7.37 / -11.42
Multiplicity: 3
⟨S²⟩: 2.011
Gap between HOMO and LUMO (alpha / beta), eV: 10.192 / 6.122
Strongest force on any atom, eV Å⁻¹: 3.188
Calculated total energy, a.u.: -2325.18329
Charge: +2
HOMO (alpha / beta), eV: -17.56 / -17.54
Relative energy (zero: lowest compared OMol25 entry of this formula, charge and spin), kcal per mole: 5.5

Positions of all 31 atoms, in Å:
Au: -0.057 -1.228 0.100
O: 2.122 -1.690 0.010
C: 2.663 -1.006 1.186
C: 1.676 -1.159 2.374
C: 2.101 -1.153 3.691
C: 1.158 -1.098 4.680
C: -0.183 -0.984 4.334
C: -0.545 -1.004 3.008
N: 0.383 -1.049 2.054
H: 2.554 -1.229 -0.791
H: 2.701 0.075 0.933
H: 3.602 -1.429 1.512
H: 3.157 -1.109 3.921
H: 1.533 -1.118 5.719
H: -0.939 -0.899 5.076
H: -1.560 -1.001 2.650
F: -2.252 -2.310 -4.100
C: -2.257 -0.977 -4.195
F: -3.387 -0.446 -4.542
F: -1.237 -0.539 -4.880
S: -1.949 -0.278 -2.456
O: -0.843 -1.106 -1.882
O: -3.158 -0.247 -1.682
N: -1.329 1.196 -2.761
S: -0.424 2.010 -1.685
O: 0.986 1.738 -1.842
O: -0.935 1.921 -0.376
C: -0.799 3.705 -2.384
F: -2.134 3.932 -2.230
F: -0.589 3.823 -3.692
F: -0.058 4.657 -1.752

Need the natural (NBO) charges? In units of e they are:
1. Au 1.27
2. O -0.68
3. C -0.11
4. C 0.20
5. C -0.21
6. C -0.07
7. C -0.20
8. C 0.07
9. N -0.49
10. H 0.55
11. H 0.23
12. H 0.25
13. H 0.27
14. H 0.28
15. H 0.27
16. H 0.24
17. F -0.26
18. C 0.86
19. F -0.24
20. F -0.26
21. S 2.09
22. O -1.00
23. O -0.76
24. N -0.73
25. S 2.16
26. O -0.81
27. O -0.84
28. C 0.76
29. F -0.29
30. F -0.27
31. F -0.27


5.
DFT (ωB97M-V/def2-TZVPD) results for a molecular structure, C8H7Br2CuO8S2.

## Properties
E_LUMO (alpha / beta), eV: 2.03 / 1.31
Multiplicity: 2
⟨S²⟩: 0.768
Gap between HOMO and LUMO (alpha / beta), eV: 7.033 / 6.140
Strongest force on any atom, eV Å⁻¹: 17.599
Calculated total energy, a.u.: -8495.08058
Charge: -1
HOMO (alpha / beta), eV: -5.00 / -4.83
Relative energy (zero: lowest compared OMol25 entry of this formula, charge and spin), kcal per mole: 571.6

Positions of all 28 atoms, in Å:
Cu: 1.196 0.270 -0.138
Br: -1.305 0.486 0.620
C: -1.297 -0.586 1.893
Br: -0.370 -0.438 3.643
H: -0.927 -1.673 1.394
H: -2.386 -1.014 2.281
O: 0.818 -2.873 0.640
S: 1.447 -1.589 0.372
O: 1.688 -1.213 1.747
O: 0.562 -0.956 -0.678
C: 3.650 0.415 -0.342
C: 5.047 -0.047 -0.740
C: 5.891 1.229 -0.495
C: 5.480 2.405 -0.316
C: 4.234 2.653 -0.641
C: 3.451 1.661 -0.247
S: 1.789 2.265 0.102
O: 1.709 3.623 0.099
O: 1.007 1.541 -1.306
O: 1.264 1.636 1.188
H: 5.002 -1.129 -0.306
H: 6.944 0.780 -0.519
H: 6.250 3.282 -0.230
H: 3.773 3.837 -0.294
O: 3.599 -2.786 -2.417
C: 2.852 -2.231 -1.543
O: 2.649 -1.709 -0.509
H: 1.365 -2.282 -2.352

Need the natural (NBO) charges? In units of e they are:
1. Cu 1.05
2. Br 0.26
3. C -0.75
4. Br 0.00
5. H 0.28
6. H 0.24
7. O -1.01
8. S 2.36
9. O -0.93
10. O -0.95
11. C 0.08
12. C -0.31
13. C -0.19
14. C -0.28
15. C -0.12
16. C -0.49
17. S 2.31
18. O -0.94
19. O -1.08
20. O -0.97
21. H 0.26
22. H 0.22
23. H 0.22
24. H 0.25
25. O -0.58
26. C 0.82
27. O -0.70
28. H -0.09


6.
DFT (ωB97M-V/def2-TZVPD) results for a molecular structure, C8H7Br2NO.

## Properties
E_LUMO, eV: 0.40
Gap between HOMO and LUMO, eV: 9.121
Strongest force on any atom, eV Å⁻¹: 3.968
Calculated total energy, a.u.: -5587.05703
HOMO, eV: -8.72
Relative energy (zero: lowest compared OMol25 entry of this formula, charge and spin), kcal per mole: 0.0

Positions of all 19 atoms, in Å:
C: -1.133 0.129 -2.688
C: -0.479 -0.976 -2.169
C: -1.058 1.344 -2.031
C: 0.252 -0.866 -1.002
C: -0.350 1.455 -0.849
C: 0.315 0.351 -0.323
C: 0.014 -0.880 2.154
C: 1.009 0.382 0.969
N: 0.442 -0.716 3.383
O: -0.774 -1.587 1.626
Br: 1.075 2.061 1.914
Br: 2.802 -0.405 0.949
H: -1.697 0.045 -3.606
H: -0.535 -1.927 -2.676
H: -1.547 2.216 -2.436
H: 0.777 -1.726 -0.614
H: -0.316 2.409 -0.345
H: 1.144 -0.030 3.613
H: 0.059 -1.278 4.131

Need the natural (NBO) charges? In units of e they are:
1. C -0.20
2. C -0.20
3. C -0.21
4. C -0.19
5. C -0.22
6. C -0.08
7. C 0.77
8. C -0.31
9. N -0.83
10. O -0.56
11. Br 0.06
12. Br 0.04
13. H 0.21
14. H 0.21
15. H 0.21
16. H 0.23
17. H 0.22
18. H 0.42
19. H 0.41


7.
DFT (ωB97M-V/def2-TZVPD) results for a gas-phase ion, C8H7BrClN2 (charge +1).

## Properties
E_LUMO (alpha / beta), eV: -5.40 / -4.28
Gap between HOMO and LUMO (alpha / beta), eV: 7.226 / 7.429
Strongest force on any atom, eV Å⁻¹: 5.474
Calculated total energy, a.u.: -3452.33744
Charge: +1
HOMO (alpha / beta), eV: -12.63 / -11.71
Relative energy (zero: lowest compared OMol25 entry of this formula, charge and spin), kcal per mole: 103.1

Positions of all 19 atoms, in Å:
C: 1.370 -2.160 -0.296
C: 1.536 -1.440 0.885
C: 0.328 -1.823 -1.213
C: 0.910 -0.194 1.102
C: -0.198 -0.623 -0.928
C: -0.067 0.232 0.144
C: -1.657 1.974 -0.381
C: -3.369 0.332 0.362
N: -2.797 1.255 -0.472
N: -0.573 1.533 0.286
Cl: -2.390 -0.490 1.524
Br: -4.971 -0.407 -0.222
H: 1.900 -3.090 -0.481
H: 2.245 -1.775 1.598
H: 0.130 -2.361 -2.023
H: 1.140 0.258 1.967
H: -1.416 2.896 -0.966
H: -3.448 1.490 -1.222
H: 0.168 2.199 0.490

Need the natural (NBO) charges? In units of e they are:
1. C -0.15
2. C -0.20
3. C -0.29
4. C -0.20
5. C 0.14
6. C -0.01
7. C 0.31
8. C 0.01
9. N -0.53
10. N -0.53
11. Cl 0.15
12. Br 0.23
13. H 0.24
14. H 0.23
15. H 0.24
16. H 0.22
17. H 0.25
18. H 0.46
19. H 0.44


8.
DFT (ωB97M-V/def2-TZVPD) results for a molecular structure, C8H7BrI3N4O3Pd.

## Properties
E_LUMO (alpha / beta), eV: -5.42 / -5.84
Multiplicity: 3
⟨S²⟩: 2.006
Gap between HOMO and LUMO (alpha / beta), eV: 6.562 / 6.149
Strongest force on any atom, eV Å⁻¹: 1.761
Calculated total energy, a.u.: -4348.39417
Charge: +1
HOMO (alpha / beta), eV: -11.98 / -11.99
Relative energy (zero: lowest compared OMol25 entry of this formula, charge and spin), kcal per mole: 8.5

Positions of all 27 atoms, in Å:
Pd: 1.176 0.479 0.416
O: 0.938 -0.065 4.247
N: 1.029 0.084 3.077
O: 0.242 0.844 2.437
O: 1.893 -0.486 2.376
Br: -1.872 -5.420 -1.229
C: -1.105 -3.777 -0.712
C: -1.881 -2.791 -0.108
C: -1.276 -1.598 0.239
N: 0.017 -1.370 0.026
C: 0.770 -2.317 -0.535
C: 0.251 -3.536 -0.927
H: -2.931 -2.955 0.083
H: -1.847 -0.799 0.695
H: 1.827 -2.100 -0.684
H: 0.882 -4.281 -1.384
I: -0.863 5.312 -3.051
C: -0.735 3.778 -1.646
C: -1.094 3.841 -0.310
N: -0.798 2.651 0.225
N: -0.284 1.817 -0.691
C: -0.231 2.484 -1.835
H: -1.519 4.642 0.258
H: -0.935 2.357 1.190
H: 0.115 2.019 -2.737
I: 3.542 1.758 -0.034
I: 4.688 -0.574 0.614

Need the natural (NBO) charges? In units of e they are:
1. Pd 1.09
2. O -0.31
3. N 0.72
4. O -0.53
5. O -0.51
6. Br 0.16
7. C -0.03
8. C -0.26
9. C 0.07
10. N -0.49
11. C 0.05
12. C -0.25
13. H 0.26
14. H 0.22
15. H 0.22
16. H 0.25
17. I 0.24
18. C -0.29
19. C -0.03
20. N -0.32
21. N -0.36
22. C -0.04
23. H 0.25
24. H 0.45
25. H 0.24
26. I 0.09
27. I 0.12


9.
DFT (ωB97M-V/def2-TZVPD) results for C8H7BrO in the gas phase.

## Properties
E_LUMO (alpha / beta), eV: 0.40 / -0.63
Gap between HOMO and LUMO (alpha / beta), eV: 7.894 / 6.818
Strongest force on any atom, eV Å⁻¹: 5.610
Calculated total energy, a.u.: -2958.10750
HOMO (alpha / beta), eV: -7.49 / -7.45
Relative energy (zero: lowest compared OMol25 entry of this formula, charge and spin), kcal per mole: 89.4

Positions of all 17 atoms, in Å:
C: 2.298 1.521 0.029
C: 2.534 0.103 -0.068
C: 0.946 1.904 0.091
C: 1.548 -0.816 0.069
C: -0.078 0.942 0.224
C: 0.180 -0.438 0.084
C: -0.793 -1.426 0.213
C: -3.535 -1.184 -0.177
O: -2.203 -1.050 0.042
Br: -4.513 0.378 -0.522
H: 2.863 2.436 0.164
H: 3.503 -0.314 -0.032
H: 0.814 2.935 0.122
H: 1.891 -1.793 0.095
H: -1.071 1.264 0.290
H: -0.606 -2.391 -0.102
H: -3.778 -2.071 -0.523

Need the natural (NBO) charges? In units of e they are:
1. C -0.22
2. C -0.20
3. C -0.20
4. C -0.19
5. C -0.19
6. C -0.14
7. C 0.17
8. C 0.04
9. O -0.53
10. Br 0.06
11. H 0.23
12. H 0.21
13. H 0.20
14. H 0.21
15. H 0.22
16. H 0.17
17. H 0.15


10.
DFT (ωB97M-V/def2-TZVPD) results for C8H7Cl2NO in the gas phase.

## Properties
E_LUMO (alpha / beta), eV: -0.35 / -1.11
Gap between HOMO and LUMO (alpha / beta), eV: 7.539 / 6.146
Strongest force on any atom, eV Å⁻¹: 6.365
Calculated total energy, a.u.: -1359.22404
HOMO (alpha / beta), eV: -7.89 / -7.25
Relative energy (zero: lowest compared OMol25 entry of this formula, charge and spin), kcal per mole: 81.2

Positions of all 19 atoms, in Å:
C: -0.169 -0.117 -0.553
C: -0.674 -0.728 0.746
C: -1.348 0.072 -1.258
C: -0.012 -1.240 1.762
C: 1.343 -0.946 2.161
C: 1.115 0.135 -0.899
C: 1.979 0.225 2.041
C: -1.626 1.117 -2.360
N: -2.046 -0.830 0.576
O: -2.395 -0.314 -0.594
Cl: 1.428 0.765 -2.420
Cl: 1.193 1.609 1.455
H: -0.654 -1.957 2.253
H: 1.908 -1.872 2.607
H: 1.882 -0.198 -0.247
H: 3.014 0.186 2.371
H: -2.574 1.582 -1.946
H: -0.718 1.864 -2.447
H: -1.647 0.647 -3.250

Need the natural (NBO) charges? In units of e they are:
1. C -0.22
2. C 0.09
3. C 0.34
4. C -0.23
5. C -0.24
6. C -0.19
7. C -0.27
8. C -0.66
9. N -0.14
10. O -0.23
11. Cl 0.05
12. Cl 0.07
13. H 0.24
14. H 0.23
15. H 0.22
16. H 0.23
17. H 0.24
18. H 0.24
19. H 0.22


The highest calculated total energy belongs to which entry? C8H6NO2